Record 1
{
  "formula": "C33H55LaNP2",
  "method": "the ωB97M-V functional and the def2-TZVPD basis",
  "species": ["La", "C", "C", "C", "C", "C", "C", "H", "H", "H", "C", "H", "H", "H", "C", "H", "H", "H", "C", "H", "H", "H", "C", "H", "H", "H", "C", "C", "C", "C", "C", "C", "C", "C", "H", "H", "H", "H", "H", "H", "H", "H", "H", "H", "H", "H", "P", "P", "C", "C", "H", "H", "H", "H", "C", "H", "H", "H", "C", "H", "H", "H", "C", "H", "H", "H", "C", "H", "H", "H", "C", "N", "C", "C", "C", "C", "C", "C", "C", "C", "H", "H", "H", "H", "H", "H", "H", "H", "H", "H", "H", "H"],
  "positions_angstrom": [[-0.0499, 1.0602, 0.5012], [-2.1655, -0.1193, 1.4404], [-1.3105, -1.2468, 1.3269], [-0.3211, 0.2392, 2.8095], [-1.5819, 0.7937, 2.3864], [-0.1711, -1.0268, 2.1518], [-3.4972, 0.0071, 0.7980], [-3.5477, -0.5671, -0.1405], [-3.7149, 1.0591, 0.5775], [-4.3003, -0.3582, 1.4629], [-1.9585, 2.2236, 2.5073], [-2.9877, 2.3971, 2.1568], [-1.2944, 2.8996, 1.8968], [-1.8592, 2.5655, 3.5508], [0.8047, 1.0526, 3.3371], [0.5406, 1.4892, 4.3157], [1.0548, 1.9134, 2.6618], [1.7023, 0.4334, 3.4678], [0.9415, -1.9967, 2.3563], [0.7901, -2.5543, 3.3006], [1.9176, -1.4953, 2.4117], [0.9881, -2.7274, 1.5361], [-1.7266, -2.5499, 0.7433], [-2.1232, -3.2095, 1.5346], [-0.9046, -3.0791, 0.2526], [-2.5198, -2.4325, -0.0003], [-0.0653, 0.7812, -3.0778], [-1.0518, -0.0551, -2.7143], [-1.0565, -1.5557, -2.7970], [0.2878, -2.3092, -2.6621], [1.1011, -1.9987, -1.4554], [1.9293, -0.9475, -1.2853], [2.3359, 0.0710, -2.3209], [1.3510, 0.4310, -3.4619], [-1.5305, -1.8577, -3.7519], [0.8719, -2.1940, -3.5846], [-1.7414, -1.9291, -2.0224], [1.3602, -0.3594, -4.2332], [-0.2782, 1.8618, -3.1132], [-2.0288, 0.3841, -2.4275], [1.7582, 1.3489, -3.9391], [2.6266, 1.0073, -1.8085], [2.4967, -0.8706, -0.3375], [3.2851, -0.2673, -2.7820], [0.0345, -3.3805, -2.5835], [0.9830, -2.7018, -0.6240], [5.6995, -0.4391, -4.3774], [8.1686, -1.2135, -2.8588], [7.1995, -0.8278, -5.4631], [8.4879, -0.7127, -4.6514], [7.2080, -0.1169, -6.3027], [7.0636, -1.8435, -5.8727], [9.2769, -1.3590, -5.0660], [8.8670, 0.3224, -4.6300], [9.8555, -0.7798, -2.2663], [9.9717, -1.1803, -1.2530], [9.9565, 0.3116, -2.2380], [10.6311, -1.2042, -2.9173], [8.5104, -3.0056, -3.1445], [9.4238, -3.1291, -3.7416], [7.6640, -3.4780, -3.6561], [8.6511, -3.4730, -2.1630], [5.2746, 1.1502, -5.2080], [4.2911, 1.4908, -4.8613], [5.2736, 1.0188, -6.2984], [6.0319, 1.8948, -4.9300], [4.5295, -1.5854, -5.2261], [4.8233, -2.6139, -4.9788], [4.5696, -1.4463, -6.3146], [3.5107, -1.4089, -4.8575], [-5.9833, 2.3731, 0.4872], [-4.6538, 2.9864, 0.4351], [-4.6580, 4.2596, 1.1370], [-4.0535, 3.0098, -0.9082], [-2.6801, 3.6398, -0.9391], [-2.6154, 4.9852, -1.3405], [-1.4091, 5.6947, -1.3120], [-0.2476, 5.0444, -0.9315], [-0.2847, 3.6734, -0.5916], [-1.5021, 2.9793, -0.5726], [-6.7637, 3.0237, 0.0552], [-6.2430, 2.1951, 1.5429], [-5.9898, 1.4149, -0.0424], [-5.0219, 4.0757, 2.1572], [-3.6533, 4.6836, 1.1899], [-5.3281, 4.9948, 0.6614], [-4.0063, 1.9739, -1.2682], [-4.7369, 3.5447, -1.5990], [-3.5313, 5.4928, -1.6727], [-1.3938, 6.7476, -1.5984], [0.7132, 5.5642, -0.9014], [0.7045, 3.2150, -0.3610]],
  "lowdin_charge": [1.987, -0.328, -0.294, -0.375, -0.363, -0.325, -0.032, 0.084, 0.034, 0.111, -0.048, 0.080, 0.064, 0.107, -0.055, 0.114, 0.063, 0.091, -0.025, 0.109, 0.078, 0.070, -0.022, 0.112, 0.063, 0.069, -0.112, -0.124, -0.165, -0.174, -0.095, -0.154, -0.194, -0.187, 0.135, 0.109, 0.089, 0.104, 0.109, 0.107, 0.115, 0.108, 0.105, 0.079, 0.124, 0.087, 0.784, 0.773, -0.430, -0.452, 0.071, 0.075, 0.074, 0.076, -0.339, 0.031, 0.032, 0.039, -0.319, 0.039, 0.027, 0.033, -0.313, 0.014, 0.039, 0.040, -0.314, 0.035, 0.045, 0.003, -0.095, -0.308, -0.098, -0.175, -0.256, -0.039, -0.074, -0.091, -0.269, -0.215, 0.090, 0.092, 0.082, 0.090, 0.080, 0.093, 0.106, 0.127, 0.121, 0.111, 0.106, 0.031],
  "total_energy_ha": -2059.172290,
  "multiplicity": 1,
  "lumo_energy_ev": -3.0,
  "largest_force_ev_per_a": 3.47,
  "relative_energy_kj_mol": 0.0,
  "charge": 1,
  "gap_ev": 6.45
}

---

Record 2
{
  "formula": "C5H8NO2",
  "method": "the ωB97M-V functional and the def2-TZVPD basis",
  "species": ["O", "C", "O", "C", "C", "C", "C", "N", "H", "H", "H", "H", "H", "H", "H", "H"],
  "positions_angstrom": [[-4.4069, -1.2392, -0.8743], [-3.3717, -0.6209, -0.5782], [-3.2114, 0.6071, -0.3900], [-0.3121, 0.8219, 0.6910], [0.5108, -0.3748, 0.2795], [1.9163, -0.4496, 0.4021], [2.0943, 0.5779, -0.6160], [2.8057, -1.1549, 1.0531], [0.1487, 1.8074, 0.5411], [-1.1592, 0.7313, -0.0222], [0.1832, -1.0553, -0.5087], [-0.8151, 0.6260, 1.6316], [1.4366, 1.0110, -1.3626], [3.0827, 0.4334, -1.0597], [3.5427, -0.4762, 1.2607], [-2.4447, -1.2449, -0.4475]],
  "nbo_charge": [-0.765, 0.628, -0.802, -0.739, 0.135, 0.168, -0.644, -0.771, 0.249, 0.308, 0.221, 0.263, 0.231, 0.214, 0.335, -0.030],
  "total_energy_ha": -400.422924,
  "multiplicity": 1,
  "lumo_energy_ev": 2.1,
  "largest_force_ev_per_a": 2.93,
  "relative_energy_kj_mol": 503.5,
  "charge": -1,
  "gap_ev": 6.57
}

---

Record 3
{
  "formula": "C23H19IMoN4O3",
  "method": "the ωB97M-V functional and the def2-TZVPD basis",
  "species": ["Mo", "C", "C", "N", "C", "C", "C", "O", "C", "C", "N", "C", "C", "C", "C", "C", "C", "I", "C", "O", "H", "H", "H", "H", "H", "H", "H", "H", "H", "H", "H", "H", "O", "C", "C", "C", "C", "C", "C", "C", "N", "C", "C", "N", "H", "H", "H", "H", "H", "H", "H"],
  "positions_angstrom": [[0.6258, 0.2275, -0.9822], [2.5258, 4.1812, -2.4729], [1.5389, 4.2715, -1.3509], [1.4159, 5.4228, -0.7216], [0.5346, 5.5697, 0.2770], [-0.3092, 4.5750, 0.7154], [-1.2886, 4.8309, 1.8371], [-2.6230, 4.4963, 1.4673], [-0.1822, 3.3146, 0.0862], [-1.1550, 2.2868, 0.3219], [-1.0849, 1.0489, -0.0939], [-2.3262, 0.3177, -0.0950], [-3.1476, 0.2341, 1.0191], [-4.3653, -0.4247, 0.9268], [-4.7704, -0.9993, -0.2706], [-3.9475, -0.9441, -1.3892], [-2.7378, -0.2855, -1.2777], [-1.3721, -0.3150, -2.8815], [0.7610, 3.1695, -0.9403], [0.9158, 1.9911, -1.5647], [2.2944, 4.9442, -3.2153], [2.5242, 3.2058, -2.9506], [3.5260, 4.3947, -2.0959], [0.5025, 6.5529, 0.7321], [-1.2097, 5.8729, 2.1463], [-1.0353, 4.2215, 2.7067], [-3.0903, 5.2870, 1.1800], [-2.0817, 2.6088, 0.7918], [-2.8335, 0.6777, 1.9558], [-5.0013, -0.4882, 1.7988], [-5.7242, -1.5040, -0.3388], [-4.2492, -1.4101, -2.3174], [2.3420, -0.1682, -0.5549], [3.2165, -1.0134, 0.0772], [4.5345, -0.6211, 0.2157], [5.4170, -1.4889, 0.8341], [4.9749, -2.7214, 1.3054], [3.6515, -3.0903, 1.1588], [2.7415, -2.2350, 0.5328], [1.3367, -2.5792, 0.3586], [0.3521, -1.8099, -0.1401], [-0.8082, -2.5768, -0.0593], [-0.5180, -3.7836, 0.4687], [0.8290, -3.7655, 0.7226], [4.8501, 0.3411, -0.1628], [6.4537, -1.2047, 0.9502], [5.6670, -3.3947, 1.7909], [3.3377, -4.0514, 1.5446], [-1.7661, -2.2197, -0.3799], [-1.1370, -4.6369, 0.6811], [1.3588, -4.5288, 1.1109]],
  "nbo_charge": [1.631, -0.659, 0.211, -0.332, 0.045, -0.009, -0.101, -0.735, -0.190, 0.235, -0.566, 0.147, -0.222, -0.162, -0.167, -0.222, -0.198, 0.478, 0.313, -0.614, 0.260, 0.224, 0.254, 0.220, 0.211, 0.199, 0.499, 0.262, 0.245, 0.253, 0.255, 0.254, -0.626, 0.361, -0.239, -0.144, -0.183, -0.146, -0.181, 0.422, -0.587, -0.085, -0.034, -0.473, 0.248, 0.248, 0.248, 0.215, 0.233, 0.258, 0.447],
  "total_energy_ha": -1697.995807,
  "multiplicity": 3,
  "lumo_energy_ev": [-7.7, -7.9],
  "s_squared": 2.0246,
  "largest_force_ev_per_a": 0.40,
  "relative_energy_kj_mol": 10.2,
  "charge": 2,
  "gap_ev": [6.72, 6.61]
}

---

Which formula does entry 3 have? C23H19IMoN4O3